{"formula": "C6H12Li4O6", "method": "the ωB97M-V functional and the def2-TZVPD basis", "species": ["O", "O", "O", "O", "O", "O", "C", "C", "C", "C", "C", "C", "Li", "Li", "Li", "Li", "H", "H", "H", "H", "H", "H", "H", "H", "H", "H", "H", "H"], "coordinates": [[-21.2887, -16.1888, 14.2757], [-20.1003, -14.8890, 11.0961], [-18.7931, -15.4680, 16.0408], [-17.6216, -15.3379, 13.1887], [-18.9241, -18.4118, 14.6659], [-20.4954, -18.7488, 12.1987], [-18.5830, -19.4396, 13.7838], [-20.0664, -14.8361, 15.9718], [-17.6927, -15.1954, 11.7704], [-18.8148, -14.4568, 11.0969], [-19.2172, -19.3333, 12.3473], [-21.2988, -15.6953, 15.5784], [-21.0359, -18.1595, 14.0548], [-18.3912, -17.5116, 16.4397], [-19.2225, -16.4040, 14.0435], [-17.4669, -14.3946, 14.9323], [-22.2209, -15.1417, 15.8336], [-18.5345, -18.8049, 11.6621], [-18.7105, -13.3714, 11.3884], [-17.5861, -16.2261, 11.3839], [-19.3558, -20.3577, 11.9486], [-16.7344, -14.7349, 11.4504], [-21.2857, -16.5596, 16.2871], [-18.5236, -14.4108, 10.0126], [-18.8935, -20.4176, 14.1961], [-17.4920, -19.4743, 13.6138], [-20.2740, -14.3799, 16.9640], [-19.9747, -13.9402, 15.3339]], "forces_ev_per_angstrom": [[0.5, -0.2, 1.5], [0.9, 0.2, 0.8], [0.2, -0.8, -0.2], [-0.6, 1.0, 1.1], [-0.3, 0.7, 1.1], [0.7, -0.5, 2.1], [-0.3, 0.1, -0.5], [0.2, 0.7, 0.9], [1.7, -1.4, 1.3], [-2.1, 0.3, -1.4], [-1.9, 0.6, -0.7], [0.9, -1.0, -1.2], [0.7, 0.8, -1.3], [-0.9, 0.7, -1.9], [0.1, 0.2, -0.9], [-1.1, -1.4, -1.3], [0.0, 0.4, 0.0], [0.4, 0.1, 0.2], [0.1, 0.3, 0.5], [-0.6, 0.0, -0.3], [0.8, -0.4, 0.1], [-0.1, 0.4, -0.2], [0.0, 0.0, 0.6], [0.9, 0.0, -0.2], [0.0, -0.1, 0.1], [0.1, -0.2, 0.1], [-0.3, -0.2, 0.2], [-0.3, -0.3, -0.5]], "homo_lumo_gap_ev": 1.95, "charge": -2, "e_lumo_ev": 3.35}



{"formula": "C36H37Br2N4O6PTi", "method": "the ωB97M-V functional and the def2-TZVPD basis", "species": ["Br", "Br", "Ti", "P", "O", "O", "O", "O", "O", "O", "N", "N", "N", "N", "C", "C", "C", "C", "C", "C", "C", "C", "C", "C", "C", "C", "C", "C", "C", "C", "C", "C", "C", "C", "C", "C", "C", "C", "C", "C", "C", "C", "C", "C", "C", "C", "C", "C", "C", "C", "H", "H", "H", "H", "H", "H", "H", "H", "H", "H", "H", "H", "H", "H", "H", "H", "H", "H", "H", "H", "H", "H", "H", "H", "H", "H", "H", "H", "H", "H", "H", "H", "H", "H", "H", "H", "H"], "coordinates": [[0.2151, 3.5950, -0.5502], [-4.9084, 4.2785, 1.0371], [1.0050, -0.3386, -1.3241], [-1.6469, -0.2434, 4.7202], [0.9106, 1.1495, 1.7082], [2.3072, -1.1167, -2.5606], [4.5234, -0.1826, -0.8899], [-0.4805, 0.4826, -0.4185], [0.9847, -1.9228, -0.1461], [0.6784, 0.9241, -2.8770], [2.4579, 0.4815, 0.0390], [-2.3877, -0.4395, 1.2541], [-1.0312, -0.4781, -3.4236], [-0.4772, -1.3216, -2.4936], [-0.2215, 2.8402, -4.5847], [-2.1963, 1.6510, -5.1929], [-0.7980, -2.6124, -2.4628], [0.4464, -3.1204, -0.3645], [3.2052, 0.3680, 2.2433], [-1.3315, 1.3011, 0.1029], [-2.6759, 0.5878, 5.9666], [-4.5393, -0.1373, 2.3505], [-3.6227, 1.6759, 1.0654], [4.7531, 0.1720, 4.0235], [-0.3673, 1.0705, 4.4658], [3.4861, 0.4244, 3.6199], [4.2712, 0.0221, 1.3782], [-0.7290, -1.2732, 5.9021], [-2.5098, 3.4324, -0.1116], [-3.5939, 2.9757, 0.6266], [-1.0009, 1.6796, -4.4015], [-2.4692, 0.8430, 0.8453], [2.0842, 0.7769, 1.3887], [5.7682, -0.2772, 3.1470], [-0.4126, 0.6457, -3.6011], [3.7738, 0.6264, -3.6874], [3.7751, 0.1096, 0.0212], [-4.5606, 1.2130, 2.0260], [5.5763, -0.2404, 1.7965], [3.3027, -0.7877, -3.2764], [-3.4931, -0.9372, 1.8790], [0.7778, -4.1827, 0.5997], [-1.3672, 2.6779, -0.1678], [-1.7487, -2.9954, -3.5443], [-2.6230, 2.7076, -5.9710], [-3.5178, -2.4338, 2.0893], [-0.5846, 3.9037, -5.3856], [-0.3548, -3.4917, -1.4436], [-1.7726, 3.7860, -6.1255], [4.1248, -1.9213, -3.6868], [-0.0099, -1.8277, 5.3008], [4.9857, 0.2872, 5.0717], [6.2814, -0.4228, 1.0257], [-2.0841, 1.3357, 6.5300], [-2.0796, -4.0306, -3.4692], [-0.1428, -0.8272, 6.7061], [-0.0353, -4.9121, 0.6158], [-5.4383, 1.8242, 2.3289], [4.7855, -2.1505, -2.8933], [0.0268, 4.8315, -5.2989], [-2.4640, 4.4543, -0.4424], [-1.4705, -2.7463, -4.5758], [6.7067, -0.6419, 3.5532], [-4.4013, -2.7508, 2.5779], [4.6130, 0.7662, -2.9202], [-2.7940, 0.7524, -5.1541], [-3.1764, -0.0811, 6.6212], [-3.5581, -2.7765, 1.0523], [-0.7752, 1.7865, 3.6519], [0.7481, -3.7140, 1.5904], [4.1035, 0.6020, -4.7299], [-3.6139, 2.7196, -6.4185], [-0.1170, 1.7212, 5.3473], [-2.5986, -2.8946, 2.5043], [1.7080, -4.7415, 0.4200], [2.9786, 1.3657, -3.5090], [3.4817, -2.7864, -3.8413], [-3.4238, 1.2706, 5.3876], [0.5667, 0.6104, 3.9939], [-5.3213, -0.5466, 2.9503], [-0.5420, -4.6037, -1.5463], [-2.0569, 4.6424, -6.7559], [4.7515, -1.6965, -4.5617], [0.7252, 2.8614, -4.0135], [-1.4434, -2.0094, 6.3402], [2.7159, 0.7472, 4.3260], [-2.6371, -2.3663, -3.3707]], "forces_ev_per_angstrom": [[0.6, 0.1, -0.6], [-0.3, -0.2, 0.0], [-3.5, 1.9, 1.8], [0.7, 0.4, 0.5], [4.9, -0.9, -0.7], [2.4, 0.9, -1.3], [-0.2, -0.1, -1.5], [2.5, -1.1, -0.4], [-0.9, -1.1, -1.3], [-0.3, -0.7, 0.0], [-0.7, 0.2, -0.8], [-2.8, -0.9, 0.6], [-1.0, -0.4, -1.2], [1.9, -0.4, 1.2], [0.9, -0.6, 1.3], [0.6, -1.3, 1.5], [-0.2, 2.1, -1.2], [0.2, 0.7, -1.5], [2.5, -0.2, 0.4], [-1.5, 1.6, -0.5], [-0.8, 3.2, -1.5], [0.3, 1.6, -0.5], [0.5, -0.7, 2.3], [1.5, -1.0, 0.4], [0.2, 1.1, -1.7], [-2.0, 1.0, -1.0], [-0.8, 1.0, 2.3], [0.1, -1.4, 0.2], [-1.1, 0.5, 1.6], [0.8, 1.7, -1.8], [-0.4, 2.5, -3.2], [0.0, -0.7, -0.4], [-4.8, -0.1, -0.3], [0.2, 0.4, 1.0], [0.3, -1.7, 2.8], [-0.6, -1.1, 1.8], [0.2, -0.2, 0.4], [-1.1, -1.2, -0.7], [-1.9, -0.2, -0.5], [-1.1, 0.5, 0.9], [2.5, 0.0, 0.0], [-0.5, -0.4, 1.4], [1.0, -1.3, -0.5], [-1.3, -0.5, 0.1], [0.5, 0.0, 0.1], [1.2, 0.5, -1.3], [-0.3, 0.1, 0.1], [0.8, -0.7, 0.4], [0.4, 1.9, 0.1], [0.1, -0.3, -1.7], [0.1, -0.3, 0.0], [0.1, -0.2, 0.1], [0.8, -0.4, -0.3], [-0.1, -0.6, 0.1], [0.2, -0.1, 0.0], [-0.3, 0.5, 0.0], [0.1, 0.0, -0.1], [1.0, -0.3, -0.2], [0.7, -0.2, 1.1], [-0.6, -0.8, -0.7], [-0.1, 0.2, 0.0], [0.4, -0.1, 0.5], [0.0, 0.4, 0.1], [-0.8, -0.4, 0.7], [-0.9, 0.1, -1.3], [-0.2, -0.1, 0.2], [-0.6, -0.6, 0.5], [-0.1, -0.5, 0.0], [0.7, -1.1, 1.2], [0.5, -0.2, 0.0], [0.1, 0.1, 0.3], [0.3, -0.2, -0.2], [-0.2, -0.9, -0.5], [-0.5, 0.6, 0.1], [-0.1, 0.6, 0.0], [0.4, -0.3, -0.1], [0.1, 0.0, -0.1], [0.8, -1.3, 1.1], [-1.4, 0.7, 0.7], [-0.3, -0.3, 0.3], [-0.1, 1.7, 0.1], [0.0, -0.5, 0.3], [-0.3, -0.2, 0.2], [-0.7, 0.3, -0.3], [0.6, 0.4, -0.2], [0.3, -0.1, -0.2], [0.1, -0.2, -0.1]], "homo_lumo_gap_ev": [5.87, 5.87], "e_above_lowest_kj_mol": 77.7, "e_lumo_ev": [-1.18, -1.18]}



{"formula": "C5H7N", "method": "the ωB97M-V functional and the def2-TZVPD basis", "species": ["N", "C", "C", "C", "C", "C", "H", "H", "H", "H", "H", "H", "H"], "coordinates": [[1.6838, -0.2391, 0.0862], [-0.6019, 0.9841, -0.2994], [0.6204, 0.2417, -0.7562], [0.6966, -1.2245, -0.3773], [-0.4295, -1.5281, 0.4880], [-0.8841, 1.3190, 0.9526], [-1.3401, 1.1376, -1.0869], [1.4976, -0.0328, 1.0674], [1.0407, -1.9138, -1.1475], [-1.8602, 1.7106, 1.2146], [0.9434, 0.4752, -1.7704], [-1.1721, -2.0592, -0.1429], [-0.1945, 1.1294, 1.7717]], "forces_ev_per_angstrom": [[0.0, 0.1, 0.1], [-0.1, 0.1, 0.2], [-0.1, 0.2, -0.1], [-0.2, -0.4, 0.1], [0.2, 0.0, -0.4], [0.0, 0.1, -0.1], [0.1, 0.1, 0.1], [-0.1, -0.1, -0.1], [0.0, 0.1, 0.0], [0.2, 0.2, 0.0], [-0.1, -0.1, 0.2], [0.2, -0.2, 0.1], [-0.1, 0.0, -0.1]], "homo_lumo_gap_ev": 7.98, "e_above_lowest_kj_mol": 554.3, "e_lumo_ev": -0.36}